Record 1
ORCA calculation (ωB97M-V/def2-TZVPD) on a molecular structure, C4H9FN2.

Each line ends with the natural charge from an NBO analysis.
Geometry (Å):
C (-0.3626, 0.7000, 0.1500)  -0.08
C (-1.3129, -0.3079, 0.8445)  -0.21
C (0.2071, -0.5890, -0.4307)  -0.08
C (1.6948, -0.6603, -0.6117)  0.03
H (-1.2093, 2.3658, -0.2191)  0.37
H (0.1005, 1.9948, -1.3404)  0.37
H (0.1616, 0.9492, 1.0753)  0.16
H (-1.7114, 0.0315, 1.8481)  0.19
H (-2.3282, -0.2925, 0.2862)  0.16
H (0.0383, -1.4984, 1.4769)  0.35
H (-0.2591, -0.8174, -1.4073)  0.20
H (1.8797, -1.6750, -0.7992)  0.17
H (2.2880, -0.0662, -1.4199)  0.18
N (-0.7141, 1.6551, -0.7361)  -0.84
N (-0.5439, -1.4446, 0.5895)  -0.60
F (2.0714, -0.3451, 0.6937)  -0.38

Energy above the lowest of the compared OMol25 structures with the same formula, charge and spin (eV): 2.868
Electronic energy (hartree): -367.08517
Kohn-Sham gap (eV): 9.605



Record 2
ORCA calculation (ωB97M-V/def2-TZVPD) on a molecular structure, C19H22N2O6S.

Each line ends with the natural charge from an NBO analysis.
Geometry (Å):
C (5.7260, 0.2971, -2.0604)  -0.20
H (6.4878, 0.9425, -2.7158)  0.18
O (4.8723, 1.2337, -1.5845)  -0.50
C (3.8288, 0.5584, -0.7753)  0.35
C (3.6787, -0.9434, -0.6361)  -0.36
C (2.5861, -1.2959, 0.4160)  -0.07
C (1.6883, -0.4381, 1.1335)  -0.25
C (1.8704, 1.0749, 0.5713)  0.34
C (2.8308, 1.5231, -0.2612)  -0.35
H (3.0564, 2.4948, -0.4097)  0.23
O (0.9234, 2.0464, 1.3294)  -0.52
C (0.9197, 3.3329, 0.9807)  -0.19
H (0.1785, 3.4574, 1.4885)  0.19
H (1.9615, 3.7660, 1.5240)  0.13
H (0.9363, 3.4542, -0.1108)  0.16
H (0.9495, -0.6621, 1.7896)  0.23
C (2.6019, -2.8234, 0.7311)  0.66
O (3.5070, -3.3976, 0.9740)  -0.55
N (1.4138, -3.0964, 0.7228)  -0.58
C (0.0588, -2.6366, 0.4822)  0.15
C (-0.0610, -1.9394, -0.9008)  -0.13
C (-1.3563, -1.3311, -1.0437)  -0.30
C (-2.3643, -1.5488, -0.3679)  -0.32
C (-2.3438, -2.3881, 0.8908)  -0.16
C (-1.0628, -2.7852, 0.8671)  -0.19
H (-0.9044, -3.5431, 1.9873)  0.15
H (-3.1718, -2.8205, 1.2723)  0.26
S (-3.9042, -0.8152, -0.9486)  2.35
O (-4.0540, -0.9387, -2.2354)  -0.93
O (-4.9282, -1.7383, -0.1475)  -0.99
N (-3.9904, 0.6948, -0.4112)  -0.67
C (-3.3699, 1.6070, -1.2248)  -0.24
H (-3.1745, 1.3152, -2.0982)  0.22
C (-2.0245, 1.8810, -0.4704)  -0.11
H (-1.6278, 2.8433, -0.9060)  0.20
O (-2.1344, 2.5149, 0.9559)  -0.51
C (-2.6711, 1.2128, 1.4489)  -0.06
H (-2.7814, 1.5404, 2.9287)  0.12
C (-4.0879, 0.8527, 1.0795)  -0.28
H (-4.5583, 0.0214, 1.6154)  0.28
H (-4.7025, 1.5434, 1.4089)  0.22
H (-2.1371, 0.4317, 1.7879)  0.20
H (-1.3778, 1.1415, -0.5225)  0.19
H (-4.0438, 2.3695, -1.0790)  0.21
H (-1.4496, -0.8081, -2.1888)  0.24
H (1.0186, -1.8303, -1.4269)  0.26
H (1.3691, -4.2231, 1.2731)  0.37
H (4.4533, -1.6441, -0.8689)  0.25
H (6.2834, -0.1434, -1.4904)  0.15
H (5.0814, -0.3601, -2.7739)  0.17

Energy above the lowest of the compared OMol25 structures with the same formula, charge and spin (eV): 23.812
Electronic energy (hartree): -1695.51672
Kohn-Sham gap (eV): 8.003



Record 3
ORCA calculation (ωB97M-V/def2-TZVPD) on CH3NO in the gas phase.

Each line ends with the natural charge from an NBO analysis.
Geometry (Å):
N (-0.6161, 0.1396, -0.4293)  -0.82
C (0.3033, 0.0436, 0.5881)  0.50
O (0.4473, -1.1337, 0.9722)  -0.59
H (-0.1589, 0.8486, -1.0562)  0.36
H (-0.7754, -0.7967, -0.9731)  0.41
H (0.7998, 0.8987, 0.8983)  0.14

Energy above the lowest of the compared OMol25 structures with the same formula, charge and spin (eV): 0.801
Structure (SMILES): NC=O
Electronic energy (hartree): -169.87815
Kohn-Sham gap (eV): 10.873



Record 4
ORCA calculation (ωB97M-V/def2-TZVPD) on a molecular structure, C27H33BrFN6O10SW.

Each line ends with the Mulliken charge.
Geometry (Å):
W (-0.1203, 0.6472, -0.9491)  2.36
Br (2.9285, 2.7759, 0.9987)  0.03
C (1.7475, 3.6026, -0.2027)  0.15
C (2.0580, 4.8980, -0.6000)  -0.79
C (1.1048, 5.6448, -1.2662)  -0.67
C (-0.1627, 5.1054, -1.4358)  -0.68
C (-0.3592, 3.8043, -1.0447)  0.41
N (0.5969, 3.0132, -0.5229)  0.41
C (-1.7216, 3.1763, -1.0202)  0.15
O (-2.7320, 3.7876, -1.1887)  -0.64
O (-1.6463, 1.9004, -0.6541)  -1.11
H (3.0227, 5.3101, -0.3433)  0.48
H (1.3271, 6.6530, -1.5889)  0.47
H (-0.9953, 5.6633, -1.8411)  0.56
C (1.5721, -0.8937, 4.1312)  -0.85
C (1.3389, 0.5775, 3.8116)  -0.28
N (-0.0801, 0.8570, 3.5592)  0.44
C (-0.8749, 1.0712, 4.7806)  -0.84
C (-0.9154, 2.5356, 5.1915)  -1.13
C (-0.6223, 0.8747, 2.3383)  0.68
C (-2.1114, 1.0465, 2.2446)  -1.44
N (0.0825, 0.7187, 1.2388)  1.08
H (2.6300, -1.0802, 4.3140)  0.42
H (1.2465, -1.5333, 3.3093)  0.02
H (1.0217, -1.1966, 5.0218)  0.36
H (1.9492, 0.9008, 2.9708)  -0.20
H (1.6462, 1.2064, 4.6472)  0.51
H (-0.4093, 0.4761, 5.5645)  0.40
H (-1.8777, 0.6722, 4.6506)  0.49
H (0.0905, 2.9273, 5.3467)  0.33
H (-1.4694, 2.6479, 6.1231)  0.41
H (-1.4019, 3.1478, 4.4305)  0.28
H (-2.4742, 1.7999, 2.9388)  0.67
H (-2.6104, 0.1052, 2.4922)  0.35
H (-2.3847, 1.3641, 1.2468)  -0.14
H (1.0788, 0.6502, 1.4165)  -0.46
F (-1.9293, 1.7852, -3.1871)  -0.51
C (-0.9306, 0.8729, -3.0641)  1.17
C (0.3948, 1.3278, -3.0222)  -1.78
N (1.3711, 0.5195, -3.6393)  0.34
C (2.7396, 0.7177, -3.2191)  -1.04
C (2.9194, 0.7945, -1.7123)  0.34
O (4.0184, 1.0222, -1.2898)  -0.62
O (1.8849, 0.5576, -0.8944)  -0.28
C (1.0820, -0.4872, -4.5250)  0.19
O (1.9153, -1.1375, -5.1022)  -0.58
N (-0.2848, -0.7962, -4.6588)  0.14
C (-1.2729, -0.3660, -3.8209)  -0.31
O (-2.3611, -0.8956, -3.7302)  -0.65
H (0.5887, 2.3955, -3.0299)  0.97
H (3.1847, 1.6118, -3.6608)  0.32
H (3.3306, -0.1262, -3.5722)  0.51
H (-0.4827, -1.5905, -5.2543)  0.34
N (-2.1259, -0.5184, -0.9060)  -0.31
C (-2.0703, -1.8641, -0.4323)  -0.35
C (-2.9331, -2.8206, -0.8305)  -0.69
C (-2.6254, -4.1752, -0.5343)  -0.34
C (-1.4916, -4.5252, 0.1963)  -0.67
C (-0.6798, -3.5565, 0.6937)  -1.31
C (-0.8775, -2.1373, 0.3636)  1.99
S (-0.8931, -6.2484, 0.3155)  1.29
O (0.3015, -6.0982, -0.4991)  -0.62
O (-0.6571, -6.4194, 1.7267)  -0.65
O (-1.9726, -7.0000, -0.2731)  -0.68
H (-2.5498, -0.5263, -1.8444)  0.31
H (-2.7374, 0.0626, -0.3347)  0.45
H (-3.7848, -2.5770, -1.4546)  0.55
H (-3.2431, -4.9869, -0.9086)  0.60
H (0.1447, -3.8494, 1.3349)  0.65
H (-0.9763, -1.6059, 1.3293)  -0.08
C (0.9738, -2.6533, -2.3914)  -0.98
O (0.2025, -1.5969, -1.7468)  0.22
C (0.3231, -1.4514, -0.3527)  0.20
C (1.6443, -1.8656, 0.2455)  -1.31
H (0.8231, -3.5855, -1.8435)  0.39
H (2.0289, -2.3920, -2.4285)  0.27
H (0.5834, -2.7636, -3.3957)  0.34
H (1.7610, -2.9504, 0.2570)  0.61
H (1.7043, -1.5133, 1.2753)  -0.14
H (2.4861, -1.4452, -0.2886)  0.45

Energy above the lowest of the compared OMol25 structures with the same formula, charge and spin (eV): 0.535
Total charge: +1
Electronic energy (hartree): -5268.55806
Kohn-Sham gap (eV): 5.764



| no. | E_HOMO (Eh) |
| --- | --- |
| 1 | -0.317 |
| 2 | -0.320 |
| 3 | -0.366 |
| 4 | -0.409 |